Here is a cluster of 8 separate species, C47H47F7NO6S in total at a distorted geometry from OMol25. Energies are from wB97M-V/def2-TZVPD.

Geometry (Å):
C (-6.250, -4.012, 1.365)
S (-6.023, -2.177, 1.016)
O (-6.589, -1.450, 2.196)
O (-6.729, -1.920, -0.285)
N (-4.281, -1.918, 0.798)
C (-3.942, -0.670, 0.017)
C (-4.815, 0.627, 0.384)
O (-3.973, 1.826, 0.261)
C (-3.305, 2.097, 1.486)
O (-2.055, 1.939, 1.511)
C (-3.558, -2.057, 2.122)
O (-3.315, -0.817, 2.804)
O (-4.038, -0.867, 3.971)
H (-7.091, -4.460, 0.716)
H (-6.627, -4.109, 2.453)
H (-5.270, -4.598, 1.301)
H (-3.962, -2.725, 0.209)
H (-2.848, -0.425, 0.233)
H (-4.031, -0.857, -1.118)
H (-5.087, 0.569, 1.505)
H (-5.750, 0.769, -0.265)
H (-3.790, 2.478, 2.446)
H (-2.522, -2.517, 1.901)
H (-4.140, -2.756, 2.810)
H (-4.289, 0.041, 4.262)
F (-0.873, -4.430, 1.141)
C (0.233, -3.814, 0.670)
C (0.863, -2.857, 1.450)
C (2.006, -2.226, 0.966)
C (2.499, -2.552, -0.295)
C (1.855, -3.511, -1.071)
C (0.719, -4.151, -0.584)
H (0.461, -2.610, 2.426)
H (2.511, -1.481, 1.571)
H (3.385, -2.057, -0.672)
H (2.238, -3.760, -2.056)
H (0.210, -4.907, -1.171)
F (3.986, -0.605, -2.087)
C (5.021, 0.246, -1.962)
C (5.344, 1.084, -3.016)
C (6.411, 1.967, -2.885)
C (7.149, 1.993, -1.704)
C (6.819, 1.142, -0.653)
C (5.745, 0.267, -0.780)
H (4.763, 1.044, -3.931)
H (6.668, 2.633, -3.702)
H (7.984, 2.679, -1.604)
H (7.397, 1.161, 0.264)
H (5.468, -0.396, 0.032)
F (0.186, 8.199, -0.487)
C (-0.050, 6.907, -0.212)
C (0.075, 5.962, -1.219)
C (-0.164, 4.622, -0.932)
C (-0.537, 4.243, 0.356)
C (-0.665, 5.202, 1.357)
C (-0.415, 6.541, 1.074)
H (0.359, 6.276, -2.218)
H (-0.061, 3.874, -1.711)
H (-0.728, 3.199, 0.578)
H (-0.960, 4.906, 2.359)
H (-0.501, 7.299, 1.843)
F (-2.244, -1.362, -2.656)
C (-1.865, -2.040, -3.757)
C (-0.600, -2.597, -3.798)
C (-0.200, -3.306, -4.925)
C (-1.071, -3.438, -6.005)
C (-2.341, -2.868, -5.954)
C (-2.743, -2.170, -4.820)
H (0.064, -2.475, -2.950)
H (0.787, -3.753, -4.964)
H (-0.758, -3.987, -6.887)
H (-3.016, -2.969, -6.797)
H (-3.731, -1.727, -4.759)
F (-1.151, -1.500, 9.773)
C (-1.235, -1.166, 8.479)
C (-2.308, -1.619, 7.728)
C (-2.398, -1.268, 6.384)
C (-1.408, -0.478, 5.805)
C (-0.331, -0.033, 6.569)
C (-0.247, -0.374, 7.914)
H (-3.065, -2.239, 8.194)
H (-3.236, -1.610, 5.791)
H (-1.476, -0.208, 4.755)
H (0.441, 0.579, 6.115)
H (0.579, -0.030, 8.525)
F (2.129, 8.448, -7.543)
C (1.554, 8.590, -6.339)
C (0.301, 8.041, -6.115)
C (-0.294, 8.184, -4.865)
C (0.367, 8.883, -3.858)
C (1.622, 9.435, -4.096)
C (2.222, 9.283, -5.342)
H (-0.201, 7.507, -6.914)
H (-1.271, 7.751, -4.677)
H (-0.100, 8.998, -2.885)
H (2.133, 9.983, -3.312)
H (3.203, 9.698, -5.543)
F (4.702, -3.758, 0.986)
C (4.468, -5.051, 1.262)
C (4.607, -5.997, 0.260)
C (4.369, -7.337, 0.548)
C (3.984, -7.714, 1.832)
C (3.842, -6.753, 2.830)
C (4.091, -5.415, 2.545)
H (4.899, -5.685, -0.736)
H (4.483, -8.087, -0.227)
H (3.794, -8.759, 2.055)
H (3.538, -7.047, 3.829)
H (3.994, -4.655, 3.312)

The value obtained for the HOMO energy is -10.3 eV. The calculation puts the LUMO energy at -0.1243 hartree. As for the net charge: +1. As for the multiplicity: 1. For the energy above the lowest of the compared OMol25 structures with the same formula, charge and spin, the calculation gives 2.608 eV.

Here is a structure of composition C47H47LuN4O5SSi at a distorted geometry from OMol25. Energies are from wB97M-V/def2-TZVPD.

Geometry (Å):
Lu (-0.400, 0.262, -1.651)
C (1.026, 0.743, 5.107)
O (1.572, -0.391, 4.444)
C (1.291, -0.211, 3.106)
N (0.570, 0.783, 2.821)
C (0.110, 1.395, 4.039)
C (0.026, 2.888, 3.916)
C (-0.259, 3.408, 2.655)
C (-0.574, 4.745, 2.501)
C (-0.559, 5.589, 3.602)
C (-0.200, 5.095, 4.845)
C (0.082, 3.746, 5.005)
C (1.604, -1.138, 2.007)
C (0.433, -2.081, 1.766)
C (0.184, -2.340, 0.296)
C (1.116, -1.710, -0.710)
C (2.250, -0.903, -0.202)
N (2.417, -0.666, 1.123)
C (2.742, 0.095, -1.037)
N (2.074, 0.615, -2.070)
C (2.885, 1.691, -2.608)
C (4.208, 1.617, -1.794)
O (3.970, 0.675, -0.785)
C (2.284, 3.059, -2.392)
C (1.812, 3.407, -1.130)
C (1.422, 4.708, -0.870)
C (1.506, 5.675, -1.857)
C (1.956, 5.330, -3.119)
C (2.337, 4.027, -3.386)
H (1.848, 1.413, 5.398)
H (0.488, 0.414, 5.998)
H (-0.931, 1.048, 4.167)
H (-0.259, 2.738, 1.808)
H (-0.858, 5.115, 1.524)
H (-0.823, 6.634, 3.493)
H (-0.166, 5.760, 5.701)
H (0.328, 3.363, 5.987)
H (-0.451, -1.511, 2.086)
H (-0.877, -2.315, 0.081)
H (0.742, -1.371, -1.682)
H (3.079, 1.540, -3.681)
H (4.457, 2.584, -1.341)
H (5.053, 1.279, -2.411)
H (1.778, 2.665, -0.341)
H (1.062, 4.969, 0.113)
H (1.220, 6.697, -1.642)
H (2.025, 6.083, -3.895)
H (2.691, 3.764, -4.375)
C (-3.589, -2.711, -3.020)
C (-3.150, -4.026, -3.249)
C (-1.902, -4.387, -2.849)
C (-1.016, -3.461, -2.208)
N (-1.460, -2.154, -2.047)
C (-2.703, -1.846, -2.411)
C (0.224, -3.927, -1.709)
C (0.788, -5.108, -2.226)
C (1.912, -5.708, -1.735)
C (2.588, -5.129, -0.624)
C (2.154, -3.979, -0.082)
C (0.991, -3.244, -0.605)
H (-4.585, -2.394, -3.294)
H (-3.821, -4.754, -3.696)
H (-1.587, -5.413, -2.956)
H (-3.018, -0.820, -2.197)
H (0.332, -5.558, -3.098)
H (2.296, -6.611, -2.191)
H (3.466, -5.629, -0.229)
H (2.687, -3.504, 0.729)
O (-2.209, -0.153, 2.200)
C (-2.075, 0.480, 1.149)
O (-1.342, 0.116, 0.171)
C (-2.869, 1.754, 0.974)
C (-3.949, 1.919, 1.833)
C (-4.780, 3.018, 1.773)
C (-4.518, 3.995, 0.819)
C (-3.449, 3.857, -0.035)
C (-2.603, 2.736, 0.002)
S (-1.277, 2.757, -1.134)
H (-4.111, 1.131, 2.554)
H (-5.627, 3.106, 2.441)
H (-5.148, 4.875, 0.749)
H (-3.229, 4.613, -0.776)
C (0.597, 0.579, -5.166)
C (-0.904, 0.433, -4.847)
C (-1.405, -0.900, -5.449)
O (-1.136, 0.524, -3.502)
H (0.789, 0.463, -6.233)
H (1.139, -0.183, -4.606)
H (0.934, 1.558, -4.835)
H (-1.445, 1.260, -5.374)
H (-0.883, -1.728, -4.975)
H (-1.228, -0.924, -6.526)
H (-2.469, -1.014, -5.264)
C (-0.532, -5.053, 1.980)
Si (0.409, -3.643, 2.862)
C (2.122, -4.290, 3.441)
C (-0.577, -3.229, 4.458)
H (-0.687, -5.907, 2.631)
H (-0.006, -5.392, 1.095)
H (-1.507, -4.703, 1.659)
H (2.016, -4.970, 4.282)
H (2.759, -3.468, 3.752)
H (2.632, -4.821, 2.645)
H (-1.002, -4.121, 4.913)
H (-1.389, -2.543, 4.230)
H (0.062, -2.746, 5.192)

The value obtained for the HOMO energy is -0.4 eV. The calculation puts the LUMO energy at 0.1585 hartree. As for the net charge: -2. As for the multiplicity: 1.

Here is a structure of composition C47H48N9O4STc at a distorted geometry from OMol25. Energies are from wB97M-V/def2-TZVPD.

Geometry (Å):
Tc (0.174, 0.334, 0.583)
C (-4.829, -2.221, -4.599)
C (-3.713, -1.922, -3.596)
C (-3.542, -0.457, -3.482)
C (-2.637, 0.282, -2.786)
C (-2.627, 1.711, -2.949)
N (-2.401, 2.307, -4.087)
C (-1.882, 1.658, -5.281)
C (-0.458, 1.144, -5.018)
C (0.522, 2.268, -4.642)
N (1.257, 1.972, -3.431)
C (2.476, 2.384, -3.191)
C (3.174, 2.233, -1.978)
C (4.487, 2.755, -1.906)
C (5.247, 2.697, -0.756)
C (6.631, 3.237, -0.680)
C (4.669, 2.086, 0.362)
C (3.389, 1.537, 0.360)
C (2.984, 0.805, 1.524)
N (1.863, 0.213, 1.736)
C (1.839, -0.716, 2.839)
C (1.868, -2.172, 2.308)
C (1.736, -2.281, 0.783)
N (0.483, -1.730, 0.281)
C (-0.534, -2.537, 0.334)
C (-1.618, -1.624, -1.632)
C (-2.565, -3.639, -2.853)
C (-1.833, -0.266, -1.660)
O (-1.434, 0.528, -0.726)
C (2.589, 1.584, -0.825)
O (1.419, 1.050, -0.900)
H (-4.725, -1.640, -5.514)
H (-5.792, -1.975, -4.153)
H (-4.827, -3.274, -4.871)
H (-4.223, 0.108, -4.108)
H (-2.744, 2.335, -2.071)
H (-2.482, 3.316, -4.132)
H (-1.889, 2.378, -6.098)
H (-2.508, 0.817, -5.576)
H (-0.115, 0.626, -5.912)
H (-0.502, 0.404, -4.216)
H (-0.021, 3.208, -4.488)
H (1.237, 2.444, -5.448)
H (0.787, 1.496, -2.655)
H (2.985, 2.898, -4.001)
H (4.900, 3.214, -2.793)
H (6.968, 3.610, -1.642)
H (7.317, 2.463, -0.340)
H (6.678, 4.049, 0.044)
H (5.254, 2.021, 1.266)
H (3.777, 0.695, 2.262)
H (0.938, -0.559, 3.432)
H (2.699, -0.558, 3.497)
H (1.053, -2.730, 2.768)
H (2.814, -2.642, 2.581)
H (1.796, -3.341, 0.518)
H (2.554, -1.758, 0.277)
H (-0.485, -3.487, 0.859)
H (-2.373, -4.697, -2.882)
C (-7.532, -1.208, 4.159)
C (-6.060, -1.093, 3.970)
C (-5.543, -0.594, 2.773)
C (-4.178, -0.521, 2.565)
C (-3.324, -0.933, 3.571)
C (-3.803, -1.421, 4.774)
C (-5.173, -1.496, 4.968)
S (-1.577, -1.006, 3.284)
O (-0.836, -0.759, 4.483)
O (-1.290, -2.228, 2.568)
N (-1.129, 0.168, 2.175)
C (-1.056, 1.463, 2.554)
C (-1.586, 2.086, 3.686)
C (-1.268, 3.412, 3.899)
C (-0.446, 4.079, 2.986)
C (0.015, 3.403, 1.872)
N (-0.296, 2.127, 1.650)
H (-7.961, -1.845, 3.390)
H (-8.010, -0.235, 4.072)
H (-7.774, -1.634, 5.126)
H (-6.220, -0.262, 2.000)
H (-3.763, -0.143, 1.642)
H (-3.106, -1.738, 5.533)
H (-5.557, -1.877, 5.902)
H (-2.187, 1.520, 4.377)
H (-1.633, 3.928, 4.775)
H (-0.160, 5.106, 3.149)
H (0.652, 3.889, 1.145)
C (-3.945, -2.771, -0.918)
C (-2.932, -2.686, -0.038)
N (-1.646, -2.294, -0.372)
C (-1.506, -2.593, -2.727)
C (-2.366, -2.604, -3.958)
C (-3.863, -2.988, -2.397)
C (-1.922, -2.775, -5.331)
C (-0.812, -3.320, -5.857)
C (0.367, -3.924, -5.260)
C (1.437, -4.273, -6.103)
C (2.560, -4.817, -5.501)
N (2.605, -5.041, -4.200)
C (1.556, -4.726, -3.479)
N (0.464, -4.160, -3.949)
H (-4.930, -2.897, -0.494)
H (-3.082, -2.850, 1.018)
H (-0.496, -2.981, -2.894)
H (-4.728, -3.603, -2.656)
H (-2.651, -2.433, -6.055)
H (-0.763, -3.338, -6.937)
H (1.384, -4.118, -7.170)
H (3.447, -5.081, -6.061)
H (1.594, -4.938, -2.420)

The value obtained for the HOMO energy (spin up / spin down) is -14.5 / -14.5 eV. The expectation value of S² is 3.777. The calculation puts the LUMO energy (spin up / spin down) at -0.3121 / -0.3400 hartree. As for the net charge: +3. As for the multiplicity: 4. For the energy above the lowest of the compared OMol25 structures with the same formula, charge and spin, the calculation gives 4.152 eV.